Arrangement a

{
  "formula": "C28H46N8PS4Y",
  "method": "ωB97M-V with the def2-TZVPD basis set",
  "charge": 4,
  "molar_mass_g_mol": 742.88,
  "spin_multiplicity": 1,
  "symbols": ["H", "N", "H", "H", "H", "C", "N", "H", "S", "H", "H", "H", "H", "H", "N", "N", "C", "H", "C", "C", "H", "H", "H", "C", "H", "C", "H", "P", "C", "H", "H", "H", "H", "H", "C", "H", "N", "H", "C", "H", "H", "C", "C", "C", "S", "C", "H", "H", "C", "H", "C", "H", "C", "N", "C", "S", "H", "Y", "H", "H", "C", "H", "H", "H", "C", "C", "C", "H", "S", "C", "H", "H", "C", "H", "H", "H", "C", "C", "C", "N", "H", "H", "C", "H", "H", "N", "H", "C"],
  "xyz": [[1.7288, -1.9976, 3.6556], [-1.9731, 0.1684, 1.8891], [5.6853, -2.4681, 3.5594], [0.2893, 3.8047, 0.9207], [2.4358, 1.2583, 2.8028], [-5.5817, -0.7161, 1.6895], [2.7204, -1.8198, 3.6267], [-0.7587, 4.4082, -1.2242], [1.4283, -0.0796, -2.0335], [-1.3635, -6.0353, -3.1740], [7.8239, -1.7576, 2.5182], [-6.7056, -1.0224, -0.1148], [1.1873, 1.9057, -3.3459], [-4.7671, -0.6712, -1.6042], [0.4009, 0.8974, 2.8450], [-1.9531, 0.5271, 3.0814], [-4.6403, -0.6176, -0.5309], [0.4760, 3.5821, -2.1492], [1.5467, 1.2952, 3.4176], [0.5839, 1.0082, -3.2268], [0.9419, -5.8085, -0.3703], [2.5753, 2.0831, 5.1209], [-1.7442, -3.9388, 1.2985], [0.0260, -5.8540, -0.9585], [2.7507, -1.4963, 5.6609], [3.2017, -1.7211, 2.3981], [0.4933, 2.1750, 6.5047], [-0.7640, -2.7763, -0.6384], [3.0244, 0.7544, -1.7839], [3.5593, 0.0999, -1.0954], [1.4594, 4.6048, -0.1076], [-4.2366, -0.3226, 3.3099], [2.4991, 2.8561, -1.9768], [-0.1618, -6.8796, -1.2750], [-4.3512, -0.4127, 2.2395], [-1.2126, -6.1867, 0.7122], [4.4719, -1.6089, 2.0645], [-2.5816, -6.5215, -1.1725], [-1.1949, -5.0200, -2.8153], [2.7267, -3.9716, 5.3663], [6.9587, -0.9125, 1.2436], [-5.7326, -0.8089, 0.3075], [0.8544, 3.7026, -0.0083], [2.9370, 2.1750, -1.2502], [1.9763, 2.3027, 0.2927], [5.7182, -1.6255, 2.8727], [-6.4347, -0.8676, 2.3368], [1.4529, -3.6317, -1.2461], [1.6241, 1.7569, 4.7233], [-1.6593, 1.3868, 5.4599], [6.9043, -1.7540, 1.9364], [0.5945, -3.0447, -2.6594], [-2.2969, -3.2104, -1.6063], [-2.3176, -4.6213, -1.9654], [3.4105, -1.9634, 4.9300], [-1.0822, 2.0475, -1.1764], [3.5613, 0.7420, -2.7329], [0.1712, 0.0996, 0.5789], [0.0092, -4.1911, 1.2077], [-1.2797, 2.0375, -3.5562], [0.4708, 1.8070, 5.4870], [3.9409, 2.5418, -1.0368], [0.5809, 0.5048, -4.1938], [-2.3390, -2.6092, -2.5176], [-0.7240, 1.3769, 4.9176], [-0.8468, 1.3425, -2.8351], [-3.4010, -0.3308, 0.0150], [5.7832, -0.7008, 3.4457], [2.0554, -1.7969, 1.0472], [-2.4405, -5.4900, -0.8508], [-3.2516, -5.1950, -0.1860], [-1.4825, 0.4539, -2.8440], [-0.7113, 0.9376, 3.6103], [-1.1352, -4.3587, -3.6777], [4.3050, -3.9147, 4.5735], [4.1476, -3.4644, 6.2724], [-0.0694, 3.5636, -1.2077], [-3.2548, -0.2129, 1.3961], [-0.9105, -4.1391, 0.6233], [-1.1390, -5.4751, -0.0190], [6.8652, -2.6858, 1.3717], [-3.1794, -2.9627, -1.0144], [0.4786, -3.6197, -1.7395], [-2.5560, -0.1543, -0.6458], [4.3232, -1.3776, 4.9151], [0.0650, -4.9762, -2.0728], [4.6332, -1.5655, 1.0686], [3.6620, -3.4153, 5.2984]]
}


Arrangement b

{
  "formula": "C28H46N8PS4Y",
  "method": "ωB97M-V with the def2-TZVPD basis set",
  "charge": 4,
  "molar_mass_g_mol": 742.88,
  "spin_multiplicity": 1,
  "symbols": ["H", "H", "N", "H", "C", "C", "N", "C", "H", "H", "H", "C", "H", "H", "C", "H", "S", "C", "H", "H", "H", "H", "H", "H", "H", "C", "H", "N", "H", "N", "H", "C", "N", "P", "H", "H", "C", "H", "H", "H", "C", "N", "S", "H", "H", "C", "H", "H", "S", "C", "H", "H", "C", "C", "C", "H", "H", "C", "H", "H", "H", "C", "N", "H", "C", "C", "C", "C", "C", "C", "C", "H", "C", "N", "H", "S", "Y", "H", "H", "H", "H", "H", "H", "C", "H", "C", "C", "H"],
  "xyz": [[-3.9955, -1.2793, -0.8590], [3.5200, -1.3302, 3.3714], [5.9385, -1.5528, 0.2350], [-3.7764, 1.1510, -1.2357], [-2.9128, -2.9509, 1.1015], [-0.0579, -7.1229, 1.0985], [1.1693, 2.2185, 0.3255], [-2.4748, -3.3651, -0.2936], [-1.1404, -6.5984, -1.2816], [-4.0522, -0.2312, 1.0670], [5.3955, 0.2272, 3.5731], [0.7949, 1.4816, -3.7281], [3.6874, -2.8227, 2.4284], [-1.9393, -0.0507, 3.3009], [-2.6354, -0.6135, 2.6766], [1.2417, 1.9070, 6.3073], [-1.6682, -2.0355, 2.0754], [0.5794, 0.4877, -2.7855], [0.5819, -7.5137, 1.8884], [0.7006, 1.2530, -4.7808], [1.2966, 3.5544, -4.0021], [0.8837, -4.5884, -1.9249], [6.2181, 0.3874, -0.5095], [4.1892, 1.3441, 0.3648], [-1.6948, -4.1251, -0.2583], [-0.2833, -6.3531, -1.9061], [0.6922, -0.6098, 2.9081], [0.4449, -5.2263, -1.2769], [7.4628, -0.1712, 0.6109], [5.4618, -1.6827, 2.6178], [0.1279, -5.6980, -3.9287], [1.2631, 2.7654, 3.0299], [0.9327, 1.2666, 1.0879], [3.3666, -0.8860, 0.9593], [5.7468, -2.1849, 3.4621], [4.2928, -2.6895, -0.4111], [4.2817, 0.7100, 1.2490], [1.5050, 3.8757, 4.8410], [0.2605, -7.5999, 0.1781], [-1.2560, -6.7654, -3.7695], [1.0206, 1.9425, -1.0553], [5.6945, 0.4749, 1.5200], [-2.0337, 0.8499, 0.3725], [-3.5852, -0.9807, -2.5348], [4.4845, -1.1309, -1.2031], [5.9329, -0.2172, 2.7361], [-3.8065, -2.3312, 1.0704], [0.3681, -7.2248, -1.9600], [-1.8008, -2.0589, -1.3638], [1.1894, 1.7885, 5.2329], [-1.6774, -8.4635, 1.5259], [0.8303, -0.3288, 5.3339], [0.6021, -4.9134, -0.0037], [1.0370, 1.5042, 2.4839], [0.9586, 0.5291, 4.6867], [-1.8182, -6.9135, 2.3417], [-2.1724, -7.0443, 0.6071], [0.8817, 0.3894, 3.3111], [-3.1705, -3.8459, 1.6679], [0.3163, -0.5162, -3.1008], [7.2443, -2.3198, 1.6563], [1.2489, 2.9868, -1.9256], [0.6766, 0.7003, -1.4634], [-3.4165, -0.9959, 3.3348], [-0.7280, -5.9397, -3.2962], [3.9699, -1.7707, 2.4799], [6.1840, -2.3156, 1.4062], [4.5651, -1.6462, -0.2441], [-3.2473, 0.2700, 1.6012], [1.1281, 2.7541, -3.2929], [1.3387, 2.8992, 4.4062], [-3.6806, 1.1531, 2.0710], [6.3922, -0.1722, 0.4073], [0.2435, -5.6686, 1.0200], [-2.1922, 0.9627, -1.9552], [1.3935, -3.3758, 0.3731], [0.2283, -0.9065, 0.2533], [-3.3236, -3.8034, -0.8212], [6.9984, -0.2583, 2.9594], [1.5128, 3.9573, -1.5275], [0.3797, -5.2245, 1.9160], [1.3639, 3.6260, 2.3828], [-1.4013, -5.0810, -3.2622], [-3.2109, -0.9049, -1.5140], [5.8195, -3.3379, 1.3139], [-2.8694, 0.5453, -1.2088], [-1.5184, -7.3924, 1.4087], [3.8286, 1.2490, 2.0844]]
}


Preferred: arrangement b; penalty for the next structure: 19.1 kJ/mol.


Arrangement a

{
  "formula": "C17H27N5O3",
  "method": "ωB97M-V with the def2-TZVPD basis set",
  "molar_mass_g_mol": 349.43,
  "smiles": "CCCCn1cc([C@]2(C)COCCN2C(=O)[C@@H]2ON=C(C)[C@H]2C)nn1",
  "spin_multiplicity": 1,
  "symbols": ["C", "C", "C", "H", "C", "N", "C", "C", "C", "H", "H", "H", "H", "H", "H", "O", "C", "C", "H", "H", "N", "H", "C", "N", "C", "C", "H", "H", "C", "O", "H", "N", "H", "H", "H", "H", "H", "H", "C", "N", "C", "H", "H", "H", "H", "O", "H", "C", "H", "H", "H", "C"],
  "xyz": [[3.1464, -2.1376, -1.3335], [2.4511, -0.8758, -1.8112], [0.7067, 3.4671, -0.3766], [5.0966, -2.9359, -0.8253], [-5.1906, -0.7783, 3.1902], [1.7988, -2.6219, -3.1731], [1.2176, 3.0264, -2.5817], [0.6611, 1.9855, 0.0537], [4.6459, -1.9898, -1.1260], [-0.0001, 1.2740, -2.5742], [-4.3617, -0.5194, 0.5505], [-4.7937, -1.7866, 3.3440], [3.1723, -5.0299, -1.7276], [3.1641, -0.2310, -2.3411], [0.0065, 4.0206, 0.2465], [1.4546, -1.3268, -2.7477], [2.7301, -3.0723, -2.4377], [-5.7348, -0.2344, 4.5046], [-6.0048, -0.8758, 2.4659], [1.2366, 1.0375, 1.9471], [-2.8894, 1.3952, -0.1232], [2.4715, 2.0722, 1.2296], [3.2819, -4.4392, -2.6396], [-1.8124, 2.0444, -0.4350], [-0.7511, 1.4806, 0.2001], [-4.1014, 0.1099, 2.6035], [2.6801, -2.4741, -0.4020], [1.0518, 2.7966, 1.9987], [1.4001, 1.9548, 1.3963], [0.3750, 3.7445, -1.7114], [1.6661, 0.9887, -3.0591], [-2.5444, 0.4133, 0.7115], [-4.4908, 1.1158, 2.4263], [-3.2770, 0.2085, 3.3164], [4.3476, -4.3936, -2.8713], [2.2676, 3.3122, -2.4187], [0.9318, 3.2941, -3.5980], [-6.5139, -0.8792, 4.9113], [-3.5660, -0.4415, 1.2904], [1.3737, 1.1822, -0.9823], [-1.2201, 0.4297, 0.9498], [-4.9428, -0.1545, 5.2517], [2.7629, -4.9370, -3.4550], [-3.1326, -1.4329, 1.4295], [4.8487, -1.2633, -0.3383], [1.6098, -0.6139, 0.4039], [5.1380, -1.6520, -2.0405], [1.7543, -0.0946, -0.6900], [-0.7261, -0.2932, 1.5734], [-6.1617, 0.7607, 4.3670], [1.7267, 3.8267, -0.1744], [1.0397, 1.5431, -2.3671]]
}


Arrangement b

{
  "formula": "C17H27N5O3",
  "method": "ωB97M-V with the def2-TZVPD basis set",
  "molar_mass_g_mol": 349.43,
  "smiles": "CCCCn1cc([C@]2(C)COCCN2C(=O)[C@@H]2ON=C(C)[C@H]2C)nn1",
  "spin_multiplicity": 1,
  "symbols": ["H", "H", "C", "H", "C", "C", "C", "O", "H", "H", "H", "H", "H", "H", "C", "H", "H", "O", "H", "C", "N", "C", "H", "H", "H", "C", "C", "C", "H", "H", "H", "H", "N", "C", "H", "H", "H", "C", "C", "C", "N", "O", "H", "C", "H", "N", "C", "H", "H", "C", "H", "N"],
  "xyz": [[-4.1915, 0.2586, 0.0930], [-2.8880, -2.3751, -0.7419], [1.7675, -0.2853, 4.6728], [-0.5045, -1.1438, -0.6423], [-0.5421, 0.4593, -2.2189], [2.3160, -0.8820, -1.5987], [-0.9877, -0.5336, -1.3869], [1.6973, -1.0713, 1.1485], [3.2501, 2.1313, 3.7662], [3.0951, -2.1317, -3.1462], [-4.1412, -1.5232, -1.6495], [3.6106, -0.4330, -3.2685], [1.4361, -1.2528, 5.0416], [1.8778, 2.8712, -2.5566], [1.3486, 0.4850, -3.8488], [-6.1009, -1.5133, 2.8266], [-5.7056, -1.7163, 0.3683], [0.8815, 1.9101, 0.1206], [3.1613, -1.0219, -0.9292], [1.8430, -0.2979, 3.1867], [1.5652, -1.3433, 2.5228], [2.3165, 0.2228, 0.9902], [-4.4554, -2.5558, 1.2634], [0.4293, 2.7616, -3.5763], [-2.9405, -0.5768, 1.0009], [0.8527, 2.5015, -2.6057], [0.8502, 0.9728, -2.4727], [1.5836, 0.9531, -0.1424], [1.5763, -1.6464, -1.3536], [3.5812, 2.5142, 2.0814], [1.0720, 0.4868, 5.0082], [3.3768, 0.0777, 0.7501], [-2.6701, 0.2830, -2.5592], [-4.8586, -1.5623, 1.0437], [0.5448, 0.6502, -4.5635], [2.7428, -0.0546, 5.1048], [2.2148, 1.0975, -4.1352], [2.7723, -1.0990, -3.0209], [2.1744, 0.9016, 2.3410], [-3.3186, -1.3939, -0.9473], [-2.3127, -0.5997, -1.6296], [1.7013, -0.8750, -3.9089], [1.3016, 1.5620, 2.3198], [-3.7963, -0.7311, 0.3366], [0.2648, 2.9782, -1.8317], [1.7554, 0.4656, -1.4093], [-5.3410, -0.9082, 2.3318], [-5.7727, 0.0741, 2.1318], [-4.5146, -0.7704, 3.0317], [3.3968, 1.6956, 2.7777], [4.2867, 1.0635, 2.8106], [-1.6022, 0.9204, -2.9275]]
}


Preferred: arrangement b; penalty for the next structure: 7.7 kJ/mol.


Arrangement a

{
  "formula": "C4H8N2O2S",
  "method": "ωB97M-V with the def2-TZVPD basis set",
  "molar_mass_g_mol": 148.19,
  "spin_multiplicity": 1,
  "symbols": ["C", "S", "H", "H", "H", "C", "H", "O", "N", "C", "C", "H", "H", "O", "H", "H", "N"],
  "xyz": [[1.0520, 0.7599, 0.4937], [-0.0769, 0.6305, -0.9057], [0.7155, -2.5706, 0.9817], [-1.3499, -1.4908, -0.8407], [0.4971, 1.2001, 1.3205], [0.3296, -1.6007, 0.5752], [1.8804, 1.2280, 0.2032], [-3.1933, 2.5717, -0.6014], [-2.2058, 2.2792, -1.1153], [-0.1856, -1.2627, -0.7923], [1.4942, -0.6705, 0.9395], [2.3689, -1.0417, 0.3796], [-0.4096, -1.2748, 1.2180], [-1.4566, 2.7790, -1.8885], [0.3681, -1.8210, -1.6174], [1.6500, -0.6562, 1.9710], [-1.4782, 0.9404, -0.3211]]
}


Arrangement b

{
  "formula": "C4H8N2O2S",
  "method": "ωB97M-V with the def2-TZVPD basis set",
  "molar_mass_g_mol": 148.19,
  "spin_multiplicity": 1,
  "symbols": ["C", "C", "O", "H", "C", "H", "C", "H", "H", "H", "H", "N", "H", "H", "O", "S", "N"],
  "xyz": [[-0.0187, 0.2260, 0.8715], [-0.6279, 1.0056, -0.3234], [1.9124, 1.3047, 2.4089], [-1.7421, 0.6845, -0.1690], [-0.5344, -1.0505, -1.4567], [0.0581, -2.7224, -0.1350], [0.4273, -1.6894, -0.4106], [2.2426, 0.3884, 2.4086], [-0.6135, 0.7414, -2.3083], [-1.6205, -1.0799, -1.2652], [-0.6360, 2.0766, -0.3063], [0.5214, -0.8828, 0.7755], [1.3968, -1.6930, -0.8823], [-0.4689, -1.5866, -2.4246], [-0.3441, 2.5890, 2.2672], [0.2221, 1.2977, 2.4927], [-0.1745, 0.3907, -1.5429]]
}


Preferred: arrangement b; penalty for the next structure: 383.5 kJ/mol.